Molecular formula: C8H9BrN3
Method: DFT, the ωB97M-V functional and the def2-TZVPD basis

Last columns: bonded neighbours and bond lengths (Å).
Positions of all 21 atoms, in Å:
1 C -2.551 1.712 0.441  C2 1.379, C3 1.452, H13 1.101
2 C -1.697 2.745 0.768  C1 1.379, N9 1.372, H14 1.081
3 C -2.371 0.323 0.060  C1 1.452, N10 1.210, Br12 1.981
4 C 0.713 2.459 0.154  N9 1.181, N11 1.254
5 C 0.247 -2.056 0.380  C6 1.474, C8 1.532, H15 1.049, H16 1.129
6 C 0.258 -1.119 1.518  C5 1.474, C8 1.599, H17 1.149, H18 1.170
7 C 0.807 0.198 -0.734  C8 1.524, N11 1.553, H19 1.077, H20 1.018
8 C -0.196 -0.623 0.067  C5 1.532, C6 1.599, C7 1.524, N10 1.427
9 N -0.379 2.836 0.398  C2 1.372, C4 1.181
10 N -1.609 -0.597 -0.131  C3 1.210, C8 1.427
11 N 1.446 1.488 -0.151  C4 1.254, C7 1.553, H21 0.986
12 Br -4.199 -0.382 -0.237  C3 1.981
13 H -3.637 1.851 0.555  C1 1.101
14 H -2.070 3.729 1.015  C2 1.081
15 H 1.174 -2.356 -0.009  C5 1.049
16 H -0.434 -2.952 0.290  C5 1.129
17 H -0.534 -1.353 2.317  C6 1.149
18 H 1.274 -0.816 2.012  C6 1.170
19 H 1.692 -0.367 -0.974  C7 1.077
20 H 0.342 0.442 -1.606  C7 1.018
21 H 2.290 1.633 -0.640  N11 0.986

Its net charge is +1. The calculation puts the calculated total energy at -3048.073354 hartree. For the relative energy (zero: lowest compared OMol25 entry of this formula, charge and spin), the calculation gives 88.95 kcal per mole. Its HOMO-LUMO gap is 6.9 eV.

natural (NBO) population analysis, charges in e, atoms 1 to 2:
1 C -0.258
2 C -0.013